[1]
The following is a quantum chemistry calculation of C14H26Br6CaN5O11Si as an isolated structure at a distorted geometry, from OMol25.

```
64
Properties=species:S:1:pos:R:3:nbo_charge:R:1
Br 5.2013 -4.0859 1.7543 0.016
Br -4.6275 0.5802 -2.5459 0.017
Br 6.7270 -7.4039 2.3033 -0.026
Br -5.8882 2.4457 -0.2405 0.084
Br -4.2459 3.7776 -2.6723 0.082
Br -3.5523 -1.5248 -7.0973 -0.672
Ca -3.5523 -2.1503 -3.7973 1.090
Si 4.7852 0.6550 -0.0940 1.410
O 6.2769 -0.1261 -0.6134 -0.803
O 2.3538 -2.2258 0.0820 -0.463
O 2.0465 1.0364 3.0514 -0.799
O -0.6045 -4.6818 1.3769 -0.593
O 2.5160 2.6528 7.3662 -0.506
O 0.8137 -3.5919 2.6266 -0.703
O 0.9717 1.5298 6.3746 -0.546
O 2.0552 3.0479 5.3022 -0.618
O -0.3730 -2.7054 1.0244 -0.656
O -5.6658 -1.5302 -4.3968 -0.654
O -5.6106 -0.8756 -6.4996 -0.281
N -6.1816 -1.3348 -5.5035 0.465
N 1.8477 2.4102 6.3476 0.709
N -0.8749 4.9970 3.9338 -0.311
N -1.0661 0.8461 -0.6259 -0.392
N 5.7093 -2.7030 -1.4284 -0.357
C 6.6419 -6.3214 0.6830 -0.443
C -0.6781 -1.3953 -2.2257 -0.696
C 6.8250 -4.8544 0.9950 -0.467
C -0.0088 -3.6561 1.7260 0.899
C 3.2397 -0.0710 -1.0493 -0.985
C -2.4710 5.3348 0.4946 -0.615
C 6.0707 -1.5802 -0.8449 0.510
C -1.9397 4.9784 3.4749 0.273
C -4.4401 2.2224 -1.5200 -0.490
C -3.2696 4.4464 1.4389 -0.389
C -7.6202 -1.6825 -5.6554 -0.476
C 2.3639 -0.8909 0.1136 0.374
C -0.8902 -0.1703 -1.3513 0.334
C -3.2819 4.9648 2.8774 -0.508
H 1.1841 0.5659 3.1818 0.590
H 2.0151 1.9577 3.4152 0.594
H 1.8478 -0.2124 0.9247 0.139
H -2.8732 6.3527 0.4795 0.200
H -2.5166 4.9367 -0.5254 0.216
H -1.6431 -1.7872 -2.5587 0.136
H 4.6448 0.3501 1.3472 -0.208
H 5.6874 -6.5464 0.1987 0.240
H -8.1523 -0.7700 -5.9317 0.232
H -3.5139 2.1347 -0.9425 0.243
H 3.5960 -0.7812 -1.9089 0.284
H 7.0072 -4.2852 0.0791 0.238
H -0.0804 -1.1291 -3.1018 0.253
H -7.9916 -2.0731 -4.7056 0.229
H -2.8635 3.4288 1.4077 0.212
H 2.8016 0.5213 3.4343 0.577
H -1.4175 5.3841 0.7832 0.216
H -3.9352 4.3228 3.4801 0.250
H 7.4585 -6.6869 0.0541 0.220
H 7.6330 -4.6594 1.7055 0.224
H -7.6954 -2.4390 -6.4392 0.238
H 2.5558 0.7718 -1.5172 0.264
H 4.8191 2.0886 -0.3690 -0.175
H -3.7120 5.9723 2.9068 0.238
H -4.3034 4.3898 1.0772 0.211
H -0.1549 -2.1712 -1.6599 0.325
```

Total charge: -1
Lowest unoccupied orbital energy (eV): -0.2
Gap between HOMO and LUMO (eV): 2.382

=====

[2]
The following is a quantum chemistry calculation of a 7-piece molecular cluster, C14H26Cl14N2O2 overall at a distorted geometry, from OMol25.

```
58
Properties=species:S:1:pos:R:3:nbo_charge:R:1
Cl 1.6905 0.6860 -3.7493 -0.051
Cl 2.5486 -4.5237 -2.1144 -0.079
Cl 2.0747 -1.1272 5.2618 0.052
Cl -4.5450 4.0049 1.6733 -0.044
Cl -4.5728 -0.8148 2.3070 0.046
Cl 2.5426 -3.9645 -5.6019 -0.079
Cl -6.0871 -0.7102 -0.1257 0.086
Cl -6.9957 0.7526 2.1538 0.044
Cl -1.4085 1.5626 -6.5610 -0.065
Cl -7.1132 -2.1495 2.2241 0.053
Cl -0.5014 -1.6560 6.4067 0.044
Cl 0.0236 0.9084 5.2539 0.075
Cl 1.3139 0.1744 7.6937 0.065
Cl -1.5925 3.1850 3.2677 -0.065
O 4.0376 2.4354 -1.4182 -0.610
O -0.4175 -1.2019 -1.9463 -0.636
N -0.9407 -0.8293 0.2135 -0.424
N 4.2654 0.6493 -0.0093 -0.436
C 2.8023 -2.8310 -4.2411 -0.382
C 1.8925 -3.1658 -3.0726 -0.389
C -2.0931 -0.0061 -0.1134 -0.424
C -4.3008 2.9677 3.0751 -0.405
C 3.5544 -0.2530 -0.8573 -0.432
C -0.0128 1.8028 -5.4854 -0.377
C -0.1974 -1.3800 -0.7709 0.534
C 0.7318 -0.4082 6.1456 -0.240
C -6.1891 -0.7423 1.6138 -0.223
C 4.4138 1.9492 -0.3681 0.533
C -3.2013 3.4447 3.9970 -0.382
C 0.4302 0.4447 -4.9561 -0.399
C -0.8316 -1.2637 1.5835 -0.408
C 4.5595 0.1958 1.3496 -0.397
H 5.0872 0.9983 1.8600 0.210
H 0.8735 -0.0988 -5.7889 0.214
H 0.6423 -1.9262 -0.3170 0.107
H 5.2240 -0.6672 1.2840 0.201
H 3.6481 -0.0143 -1.9151 0.239
H 2.5555 -1.8507 -4.6356 0.230
H 3.8947 -1.2945 -0.8221 0.203
H 3.8466 -2.9182 -3.9604 0.226
H -4.0552 1.9683 2.7278 0.224
H -2.9941 -0.6027 0.0655 0.192
H -1.6554 -1.9351 1.8451 0.190
H -5.2491 2.9116 3.6080 0.225
H 0.7868 2.2790 -6.0438 0.221
H 4.9443 2.5545 0.3900 0.107
H 3.6259 -0.0574 1.8555 0.193
H 1.7966 -2.2664 -2.4642 0.230
H -0.3521 -0.1380 -4.4797 0.241
H -0.8927 -0.4104 2.2583 0.204
H 0.8875 -3.4546 -3.3607 0.236
H -2.0955 0.8435 0.5715 0.203
H 2.4798 -0.3286 -0.6526 0.189
H -3.2931 2.8321 4.8981 0.221
H -2.1177 0.2764 -1.1583 0.244
H -0.3440 2.4644 -4.6900 0.222
H -3.2342 4.4779 4.3273 0.230
H 0.1095 -1.7794 1.7680 0.213
```

Lowest unoccupied orbital energy (eV): -0.1
Gap between HOMO and LUMO (eV): 9.311

=====

[3]
The following is a quantum chemistry calculation of one molecule with the formula C14H26FPS, from OMol25.

```
43
Properties=species:S:1:pos:R:3:nbo_charge:R:1
S 0.7399 1.2319 2.7588 -0.468
P -1.3188 0.8980 3.6435 1.602
F -2.8499 0.7132 4.3366 -0.627
C 0.9113 1.4825 -5.5165 -0.604
C 1.8735 0.4613 -3.3747 -0.398
C 0.8315 0.3451 -4.4972 -0.403
C -0.8606 -1.8333 -0.6492 -0.389
C -2.0148 0.4940 2.0042 -0.716
C -0.0673 -1.1431 -1.7618 -0.390
C -0.7775 -0.4116 4.7685 -0.554
C 1.4042 -1.5584 -1.7497 -0.401
C 0.3606 -0.4184 5.4472 -0.294
C -1.3417 3.7290 4.5127 -0.147
C -1.8107 -0.9827 1.6076 -0.396
C -1.3394 2.5773 4.1777 -0.390
C -0.5578 -1.2615 0.7501 -0.422
C 2.3395 -0.8608 -2.7638 -0.392
H -2.6978 -1.2856 1.0499 0.215
H -0.5105 -1.4168 -2.7227 0.200
H -0.1687 -0.0602 -1.6476 0.193
H -1.9240 -1.7079 -0.8709 0.196
H 3.2797 -0.6554 -2.2454 0.206
H 0.4659 1.1903 -6.4680 0.209
H 2.7595 0.9370 -3.8078 0.199
H 1.7932 -1.4188 -0.7376 0.199
H 0.9100 -0.6318 -4.9806 0.194
H 1.4199 -2.6353 -1.9412 0.198
H -0.1648 0.3736 -4.0498 0.199
H 0.0684 -1.9755 1.2887 0.211
H 2.5975 -1.5546 -3.5680 0.195
H 0.6089 -1.2419 6.1056 0.205
H -1.3304 4.7327 4.8644 0.241
H 0.0403 -0.3554 0.6440 0.215
H -3.0778 0.7146 2.0742 0.252
H 1.9396 1.8023 -5.6913 0.199
H 1.0310 2.3879 3.3607 0.151
H -0.6528 -2.9059 -0.6763 0.199
H 1.0804 0.3862 5.3853 0.214
H -1.5020 -1.2001 4.9336 0.239
H -1.7917 -1.6125 2.4990 0.209
H -1.5729 1.1691 1.2741 0.248
H 1.5214 1.1464 -2.5985 0.199
H 0.3555 2.3551 -5.1677 0.203
```

Lowest unoccupied orbital energy (eV): 0.7
Gap between HOMO and LUMO (eV): 9.564

=====

Among the records above, which one has the highest gap between HOMO and LUMO?
C14H26FPS